1.
Below is a structure of composition C9H20BI2NO4P2Sr in a non-equilibrium geometry, with properties calculated with ωB97M-V with the def2-TZVPD basis set.

Geometry (Å):
1 C 0.991 1.235 3.059
2 C 2.403 1.367 2.518
3 O 2.428 2.043 1.255
4 P 2.106 1.480 -0.178
5 O 3.011 1.920 -1.228
6 C 0.399 1.951 -0.568
7 C -0.648 1.036 0.046
8 P -2.292 0.847 -0.857
9 B -1.765 0.736 -2.777
10 N -2.269 1.761 -3.577
11 O -0.972 -0.231 -3.343
12 C -3.055 -0.791 -0.445
13 I -3.899 -1.711 -2.119
14 C -3.292 -1.403 0.734
15 C -4.043 -2.694 0.956
16 I -2.700 -0.475 2.555
17 O 2.052 -0.160 0.009
18 C 3.132 -0.862 -0.742
19 C 3.063 -2.319 -0.356
20 H 0.527 0.310 2.675
21 H 0.378 2.076 2.734
22 H 0.989 1.173 4.146
23 H 2.896 0.399 2.418
24 H 3.015 1.970 3.183
25 H 0.359 2.021 -1.657
26 H 0.282 2.957 -0.162
27 H -0.902 1.397 1.043
28 H -0.201 0.083 0.205
29 H -1.763 1.942 -4.437
30 H -2.551 2.635 -3.158
31 H -0.667 -0.946 -2.763
32 H -5.110 -2.547 0.777
33 H -3.918 -3.061 1.971
34 H -3.682 -3.471 0.278
35 H 2.953 -0.700 -1.802
36 H 4.077 -0.408 -0.458
37 H 2.014 -2.658 -0.331
38 H 3.573 -2.934 -1.095
39 H 3.498 -2.506 0.625
40 Sr -0.415 -1.462 0.864

## Properties
Energy, Eh: -2043.8604
Gap between HOMO and LUMO, eV: 7.579
E_LUMO, eV: -7.586
Total charge: +2
Highest occupied orbital energy, eV: -15.165

Which charges does Mulliken predict for the atoms? In e, they are: C -0.452; C -0.230; O -0.305; P 0.655; O -0.715; C -0.902; C 0.132; P -0.046; B 0.517; N -0.344; O -0.440; C 0.202; I 0.228; C -0.378; C -1.572; I 0.308; O -0.211; C -0.338; C -0.834; H -0.220; H 0.222; H 0.484; H 0.174; H 0.386; H 0.330; H 0.475; H 0.811; H -1.225; H 0.261; H 0.259; H 0.232; H 0.383; H 0.426; H 0.434; H 0.359; H 0.358; H -0.049; H 0.395; H 0.323; Sr 1.908


2.
Below is a structure of composition C22H44N3O2P3Tb in a non-equilibrium geometry, with properties calculated with ωB97M-V with the def2-TZVPD basis set.

Geometry (Å):
1 Tb -0.543 0.507 0.112
2 P -2.161 -1.932 0.331
3 P 1.279 -0.777 2.029
4 P 1.264 -1.256 -1.446
5 H -0.775 6.278 -6.927
6 C -0.851 5.378 -7.552
7 C -2.027 4.781 -7.793
8 H -2.966 5.176 -7.384
9 C -3.816 -1.496 0.998
10 C -1.879 -3.453 1.337
11 C -2.644 -2.737 -1.248
12 C 2.869 0.136 2.009
13 C 0.671 -0.397 3.704
14 C 1.832 -2.514 2.225
15 C 0.700 -1.166 -3.194
16 C 1.439 -3.091 -1.296
17 C 3.047 -0.839 -1.638
18 H 0.082 5.002 -7.995
19 H -2.098 3.902 -8.446
20 H -4.186 -0.589 0.503
21 H -3.734 -1.249 2.072
22 H -4.507 -2.342 0.841
23 H -1.587 -3.168 2.349
24 H -1.057 -4.040 0.920
25 H -2.783 -4.081 1.384
26 H -2.923 -1.970 -1.976
27 H -3.483 -3.433 -1.105
28 H -1.788 -3.282 -1.660
29 H 3.495 -0.179 2.855
30 H 2.663 1.205 2.082
31 H 3.386 -0.031 1.059
32 H 1.339 -0.854 4.448
33 H -0.353 -0.791 3.822
34 H 0.629 0.687 3.852
35 H 2.912 -2.542 2.398
36 H 1.602 -3.100 1.335
37 H 1.299 -2.968 3.070
38 H 1.221 -1.941 -3.775
39 H 0.931 -0.170 -3.599
40 H -0.387 -1.319 -3.257
41 H 1.658 -3.531 -2.280
42 H 0.520 -3.555 -0.913
43 H 2.268 -3.340 -0.617
44 H 3.422 -1.204 -2.606
45 H 3.616 -1.278 -0.806
46 H 3.141 0.253 -1.599
47 C -0.779 2.006 -2.852
48 C 0.318 2.892 -2.890
49 C 0.711 3.452 -4.100
50 C -0.042 3.191 -5.253
51 C -1.212 2.433 -5.202
52 C -1.590 1.846 -4.003
53 O -1.059 1.294 -1.780
54 H 1.341 0.832 -0.559
55 H 0.880 3.060 -1.967
56 H 1.596 4.089 -4.156
57 H 0.269 3.629 -6.208
58 H -1.834 2.304 -6.090
59 H -2.448 1.190 -3.918
60 C -2.777 3.022 3.792
61 N -1.661 3.383 2.882
62 C -1.034 4.593 3.009
63 C 0.028 4.896 2.215
64 C 0.507 3.917 1.312
65 N -0.195 2.782 1.119
66 C -1.245 2.525 1.931
67 O -1.832 1.376 1.765
68 N 1.658 4.060 0.621
69 H -2.413 3.154 4.826
70 H -3.084 1.974 3.626
71 H -3.622 3.701 3.595
72 H -1.491 5.208 3.790
73 H 0.563 5.833 2.282
74 H 2.257 4.872 0.776
75 H 2.048 3.275 0.089

## Properties
Energy, Eh: -3026.8916
Gap between HOMO and LUMO (alpha / beta), eV: 7.307 / 4.533
E_LUMO (alpha / beta), eV: -8.648 / -11.342
Total charge: +3
Highest occupied orbital energy (alpha / beta), eV: -15.955 / -15.875
Energy above the lowest of the compared OMol25 structures with the same formula, charge and spin, kJ/mol: 418.4
Spin multiplicity: 7

Which charges does Mulliken predict for the atoms? In e, they are: Tb -0.098; P 0.930; P 1.248; P 1.252; H 0.282; C -0.615; C -0.536; H 0.271; C -1.242; C -1.289; C -1.189; C -1.308; C -1.264; C -1.218; C -1.374; C -1.393; C -1.383; H 0.366; H 0.307; H 0.365; H 0.329; H 0.477; H 0.351; H 0.357; H 0.449; H 0.347; H 0.436; H 0.316; H 0.488; H 0.256; H 0.242; H 0.474; H 0.351; H 0.317; H 0.434; H 0.090; H 0.481; H 0.580; H 0.278; H 0.286; H 0.480; H 0.271; H 0.532; H 0.482; H 0.385; H 0.360; C 0.014; C 0.317; C -0.702; C -0.139; C -0.664; C -0.197; O -0.282; H -0.023; H 0.198; H 0.435; H 0.519; H 0.422; H 0.475; C -1.007; N 0.043; C -0.326; C -1.074; C 0.939; N 0.024; C 0.593; O -0.658; N -0.305; H 0.383; H 0.295; H 0.383; H 0.533; H 0.476; H 0.252; H 0.113


3.
Below is the molecule C4H10N2O2 in a non-equilibrium geometry, with properties calculated with ωB97M-V with the def2-TZVPD basis set.

Geometry (Å):
1 C 1.047 -0.557 1.344
2 C 0.668 -0.828 -1.221
3 C 0.679 1.395 -0.142
4 C 0.349 -0.068 0.092
5 N -1.725 0.862 -0.392
6 N -1.113 -0.168 0.210
7 O -1.730 -1.184 0.665
8 O -3.037 0.842 -0.341
9 H 0.811 -0.037 2.355
10 H 0.760 -1.643 1.577
11 H 2.092 -0.528 1.126
12 H 0.373 -0.188 -2.063
13 H 0.142 -1.827 -1.261
14 H 1.734 -1.259 -1.571
15 H 0.589 1.738 -1.235
16 H -0.008 1.856 0.619
17 H 1.749 1.568 0.110
18 H -3.381 0.026 0.129

## Properties
Energy, Eh: -418.2381
Gap between HOMO and LUMO (alpha / beta), eV: 9.817 / 9.818
E_LUMO (alpha / beta), eV: 0.696 / 0.696
Highest occupied orbital energy (alpha / beta), eV: -9.121 / -9.121
Energy above the lowest of the compared OMol25 structures with the same formula, charge and spin, kJ/mol: 585.2
SMILES string: CC(C)(C)/[N+]([O-])=N/O

Which charges does Mulliken predict for the atoms? In e, they are: C -1.551; C -1.402; C -1.380; C 1.416; N -0.331; N 0.820; O -0.747; O -0.388; H 0.311; H 0.338; H 0.442; H 0.348; H 0.337; H 0.279; H 0.300; H 0.429; H 0.398; H 0.379


4.
Below is a cluster of 2 separate species, C2H4N2O2S in total in a non-equilibrium geometry, with properties calculated with ωB97M-V with the def2-TZVPD basis set.

Geometry (Å):
1 C 0.993 -0.813 0.031
2 C -0.407 -0.981 0.345
3 H 0.646 2.066 -0.955
4 H 2.540 0.345 0.246
5 H -0.885 -1.651 1.296
6 H -3.217 0.823 -0.779
7 N 1.547 0.494 0.027
8 N -1.091 -0.074 -0.396
9 O 0.891 1.741 0.290
10 O 1.837 -1.709 -0.188
11 S -2.854 -0.242 0.083

## Properties
Energy, Eh: -736.5937
Gap between HOMO and LUMO, eV: 9.263
E_LUMO, eV: -0.253
Highest occupied orbital energy, eV: -9.517
Energy above the lowest of the compared OMol25 structures with the same formula, charge and spin, kJ/mol: 554.4

Which charges does Mulliken predict for the atoms? In e, they are: C 0.391; C 0.082; H 0.393; H 0.259; H 0.307; H 0.177; N -0.141; N -0.277; O -0.439; O -0.600; S -0.153


5.
Below is a structure of composition C40H40IrO2P2S5, with properties calculated with ωB97M-V with the def2-TZVPD basis set.

Geometry (Å):
1 Ir -0.428 -0.031 0.466
2 C -1.435 2.970 -1.520
3 C -1.667 1.493 -1.356
4 C -1.397 0.615 -2.431
5 C -0.545 1.070 -3.584
6 C -1.955 -0.663 -2.453
7 C -1.815 -1.454 -3.722
8 C -2.598 -1.169 -1.302
9 C -3.154 -2.568 -1.249
10 C -2.775 -0.352 -0.170
11 C -3.682 -0.860 0.926
12 C -2.351 1.022 -0.202
13 C -2.958 2.031 0.746
14 H -0.614 3.339 -0.902
15 H -2.332 3.515 -1.231
16 H -1.217 3.225 -2.552
17 H -1.152 1.396 -4.433
18 H 0.082 0.251 -3.936
19 H 0.111 1.891 -3.306
20 H -2.167 -0.862 -4.568
21 H -2.365 -2.387 -3.722
22 H -0.768 -1.694 -3.915
23 H -2.728 -3.126 -0.412
24 H -2.962 -3.136 -2.150
25 H -4.234 -2.542 -1.093
26 H -4.712 -0.867 0.558
27 H -3.662 -0.247 1.818
28 H -3.436 -1.879 1.218
29 H -3.909 2.373 0.330
30 H -2.320 2.903 0.871
31 H -3.163 1.621 1.727
32 O 1.042 -1.189 1.433
33 P 2.036 -2.332 1.368
34 C 1.757 -3.328 -0.120
35 P 1.405 -2.289 -1.561
36 O 0.331 -1.279 -1.212
37 C 0.878 -3.398 -2.856
38 C -0.122 -4.338 -2.590
39 C -0.596 -5.152 -3.603
40 C -0.077 -5.033 -4.887
41 C 0.910 -4.098 -5.160
42 C 1.389 -3.278 -4.149
43 C 2.910 -1.476 -2.060
44 C 2.886 -0.094 -2.232
45 C 4.034 0.571 -2.636
46 C 5.201 -0.143 -2.861
47 C 5.229 -1.523 -2.688
48 C 4.085 -2.193 -2.294
49 C 3.716 -1.730 1.307
50 C 4.797 -2.609 1.392
51 C 6.089 -2.120 1.320
52 C 6.307 -0.755 1.168
53 C 5.234 0.121 1.093
54 C 3.937 -0.363 1.165
55 C 1.803 -3.438 2.747
56 C 2.267 -4.754 2.707
57 C 2.092 -5.580 3.804
58 C 1.451 -5.100 4.938
59 C 0.979 -3.796 4.978
60 C 1.155 -2.961 3.885
61 H 0.887 -3.962 0.067
62 H 2.617 -3.971 -0.319
63 H -0.543 -4.431 -1.595
64 H -1.366 -5.883 -3.395
65 H -0.443 -5.676 -5.677
66 H 1.311 -4.009 -6.161
67 H 2.154 -2.544 -4.366
68 H 1.967 0.450 -2.052
69 H 4.019 1.643 -2.774
70 H 6.096 0.375 -3.179
71 H 6.142 -2.074 -2.870
72 H 4.109 -3.270 -2.171
73 H 4.640 -3.671 1.532
74 H 6.928 -2.798 1.393
75 H 7.318 -0.375 1.117
76 H 5.409 1.183 0.986
77 H 3.094 0.315 1.119
78 H 2.753 -5.151 1.823
79 H 2.453 -6.599 3.773
80 H 1.316 -5.749 5.793
81 H 0.475 -3.429 5.862
82 H 0.797 -1.940 3.909
83 S 0.038 4.837 5.757
84 C -0.052 3.740 4.594
85 S -0.991 2.257 4.722
86 C -0.588 1.625 3.175
87 C 0.241 2.407 2.379
88 S 0.757 1.860 0.859
89 S 0.761 3.907 3.040
90 S -1.115 0.109 2.637

## Properties
Energy, Eh: -4476.3186
Gap between HOMO and LUMO (alpha / beta), eV: 6.121 / 5.996
E_LUMO (alpha / beta), eV: -6.602 / -7.415
Total charge: +2
Highest occupied orbital energy (alpha / beta), eV: -12.723 / -13.412
Energy above the lowest of the compared OMol25 structures with the same formula, charge and spin, kJ/mol: 17.7
Spin multiplicity: 2

Which charges does Mulliken predict for the atoms? In e, they are: Ir 2.251; C -1.981; C 0.055; C 1.392; C -2.604; C 1.261; C -1.720; C 1.029; C -2.390; C 0.446; C -2.224; C 1.902; C -2.139; H 0.270; H 0.445; H 0.540; H 0.466; H 0.458; H 0.626; H 0.424; H 0.470; H 0.233; H 0.356; H 0.184; H 0.524; H 0.439; H 0.434; H 0.470; H 0.380; H 0.560; H 0.399; O 0.651; P -0.064; C -1.413; P 1.368; O -0.833; C 0.584; C -0.430; C -0.871; C -0.561; C -0.736; C -0.580; C 0.915; C -0.448; C -0.934; C -0.637; C -0.797; C -0.698; C 0.641; C -0.476; C -0.848; C -0.557; C -0.735; C -0.080; C 0.887; C -0.392; C -0.770; C -0.584; C -0.713; C -0.630; H 0.706; H 0.616; H 0.200; H 0.444; H 0.437; H 0.463; H 0.451; H 0.297; H 0.489; H 0.438; H 0.471; H 0.459; H 0.333; H 0.457; H 0.445; H 0.470; H 0.154; H 0.286; H 0.436; H 0.411; H 0.464; H 0.266; S -0.068; C 0.120; S 0.011; C 0.197; C 0.115; S -0.443; S 0.014; S -0.356


6.
Below is a structure of composition CH2ClPS in a non-equilibrium geometry, with properties calculated with ωB97M-V with the def2-TZVPD basis set.

Geometry (Å):
1 C -0.341 0.090 -0.261
2 P -2.011 0.137 -0.841
3 S -1.664 1.882 0.321
4 Cl -3.128 -1.058 0.349
5 H -0.157 -0.471 0.641
6 H 0.324 0.475 -0.955

## Properties
Energy, Eh: -1239.0124
Gap between HOMO and LUMO, eV: 8.394
E_LUMO, eV: -0.673
Highest occupied orbital energy, eV: -9.067
Energy above the lowest of the compared OMol25 structures with the same formula, charge and spin, kJ/mol: 84.9

Which charges does Mulliken predict for the atoms? In e, they are: C -0.511; P 0.197; S -0.181; Cl -0.194; H 0.342; H 0.346